<one>
7
Properties=species:S:1:pos:R:3 method="wB97M-V/def2-TZVPD" orbital_gap_ev="9.522 / 9.522" homo_ev="-9.6 / -9.6" multiplicity=1
O 0.121 -0.805 0.082
C 1.346 -0.440 -0.003
N 0.180 2.237 -0.601
N -0.824 1.919 -0.276
C -1.149 -0.767 -0.130
H 1.915 -1.394 0.036
H -1.589 -0.750 0.892



<two>
7
Properties=species:S:1:pos:R:3 method="wB97M-V/def2-TZVPD" orbital_gap_ev=8.985 homo_ev=-9.3 multiplicity=1
C 1.749 0.483 0.172
C 0.288 -0.023 -0.085
N 2.389 -0.810 0.071
N 1.531 -1.522 -0.301
O 2.161 1.580 0.055
H -0.494 -0.212 0.689
H 0.011 0.355 -1.065



<three>
7
Properties=species:S:1:pos:R:3 method="wB97M-V/def2-TZVPD" orbital_gap_ev=10.008 smiles="C=[N+]([O-])C#N" homo_ev=-10.2 multiplicity=1
C 0.197 0.119 0.006
N 1.361 0.647 0.008
O 1.729 1.814 0.037
C 2.457 -0.329 -0.010
N 3.307 -1.093 -0.036
H -0.533 0.875 0.040
H 0.218 -0.894 -0.060



Relative calculated energies, zero for the most stable structure, unit hartree: <one> 0.0773; <two> 0.0000; <three> 0.0094.



<one>
15
Properties=species:S:1:pos:R:3 method="wB97M-V/def2-TZVPD" charge=+1 orbital_gap_ev=9.173 smiles=C[C@H]([NH3+])CS homo_ev=-13.0 multiplicity=1
C 1.139 -0.700 -0.755
C 0.333 0.022 0.321
N -0.285 -1.037 1.209
C -0.775 0.918 -0.189
S -0.009 2.237 -1.175
H 1.749 -0.026 -1.342
H 0.441 -1.261 -1.387
H 1.801 -1.435 -0.277
H 0.969 0.600 0.984
H -0.910 -0.608 1.899
H -0.837 -1.719 0.676
H 0.426 -1.555 1.730
H -1.533 0.382 -0.787
H -1.354 1.356 0.630
H -1.155 2.826 -1.537



<two>
15
Properties=species:S:1:pos:R:3 method="wB97M-V/def2-TZVPD" charge=+1 orbital_gap_ev=7.937 homo_ev=-13.9 multiplicity=1
C 1.060 1.210 -0.935
N 2.316 0.860 -1.367
H 0.302 1.460 -1.660
H 1.083 1.809 -0.036
H 2.292 -0.104 -1.679
H 3.086 1.163 -0.803
C -0.912 0.608 1.495
S -0.039 -0.399 -0.144
C -1.334 -2.081 0.013
H -0.888 1.588 1.009
H -1.951 0.291 1.575
H -0.312 0.436 2.387
H -1.413 -2.591 1.014
H -1.035 -2.725 -0.777
H -2.254 -1.528 -0.094



Relative calculated energies, zero for the most stable structure, unit hartree: <one> 0.0000; <two> 0.1299.



<one>
15
Properties=species:S:1:pos:R:3 method="wB97M-V/def2-TZVPD" charge=+1 orbital_gap_ev=7.445 homo_ev=-11.8 multiplicity=1
C 1.408 0.119 1.547
C -1.377 -0.604 -0.549
C 1.352 0.154 0.011
N 1.734 -0.805 -0.747
S -2.575 0.263 0.284
H 1.853 -0.886 1.826
H 0.435 0.267 1.926
H 2.094 0.948 1.977
H -1.788 -1.151 -1.342
H -0.861 -1.189 0.127
H 1.316 1.096 -0.488
H -3.731 -0.517 0.325
H 2.155 -1.772 -0.462
H 1.483 -0.776 -1.730
H -3.205 0.906 -0.735



<two>
15
Properties=species:S:1:pos:R:3 method="wB97M-V/def2-TZVPD" charge=+1 orbital_gap_ev=6.243 homo_ev=-15.1 multiplicity=1
C -0.818 1.448 -0.858
C -1.484 0.610 0.210
C -0.370 0.383 1.280
S 0.942 -0.584 0.728
N 0.124 0.647 -1.581
H -1.612 1.727 -1.564
H -0.400 2.354 -0.407
H -1.885 -0.306 -0.226
H -2.305 1.131 0.696
H -0.847 -0.108 2.146
H -0.003 1.370 1.568
H 3.330 -5.113 0.768
H 0.677 1.168 -2.210
H 0.763 0.024 -0.990
H 3.886 -4.751 0.441



Relative calculated energies, zero for the most stable structure, unit hartree: <one> 0.0000; <two> 0.0487.



<one>
10
Properties=species:S:1:pos:R:3 method="wB97M-V/def2-TZVPD" orbital_gap_ev=9.508 homo_ev=-9.9 multiplicity=1
C 0.196 0.998 0.559
C -0.368 -0.777 -0.286
C 0.961 -0.031 -0.266
N -0.965 0.309 0.425
O 0.460 2.043 1.020
Br 2.631 -0.824 0.458
Br -2.787 0.449 0.778
H -0.795 -0.737 -1.399
H -0.463 -1.787 0.025
H 1.130 0.357 -1.314



<two>
10
Properties=species:S:1:pos:R:3 method="wB97M-V/def2-TZVPD" orbital_gap_ev=8.892 smiles="O=C1C[C@@H](Br)N1Br" homo_ev=-10.2 multiplicity=1
O 0.026 1.951 1.412
C 0.018 0.993 0.716
C 1.066 -0.005 0.171
C -0.099 -0.676 -0.560
Br -0.488 -2.503 0.033
N -0.935 0.317 0.025
Br -2.852 0.735 -0.576
H 1.775 0.491 -0.490
H 1.577 -0.602 0.919
H -0.087 -0.701 -1.650



Relative calculated energies, zero for the most stable structure, unit hartree: <one> 0.0144; <two> 0.0000.